# 1
{"formula": "C9H14", "method": "ωB97M-V/def2-TZVPD", "elements": ["C", "C", "H", "H", "H", "H", "H", "H", "C", "C", "C", "C", "C", "C", "C", "H", "H", "H", "H", "H", "H", "H", "H"], "xyz": [[2.11802, 3.63989, -0.61268], [1.15253, 2.47797, -0.59161], [2.93017, 3.51907, 0.10576], [2.56650, 3.78978, -1.59012], [1.64310, 4.55311, -0.26667], [1.71287, 1.57223, -0.85977], [0.70875, 2.21746, 0.37284], [0.31712, 2.52212, -1.29012], [-0.08555, -2.90418, -1.26686], [-1.62968, -0.58716, 1.89823], [-0.24160, -0.64505, 1.71962], [-2.49839, -0.98592, 0.82772], [0.28727, -1.40108, 0.70380], [-2.01932, -1.74942, -0.18843], [-0.62376, -2.04765, -0.19305], [-2.06129, -0.06405, 2.74174], [0.34185, -0.15813, 2.48921], [-3.53926, -0.70291, 0.89182], [1.34510, -1.58118, 0.74818], [-2.68983, -2.15268, -0.93322], [0.83229, -3.38451, -0.93070], [0.24026, -2.30934, -2.13257], [-0.80714, -3.61836, -1.64314]], "nbo_charge": [-0.611, -0.604, 0.209, 0.217, 0.211, 0.188, 0.185, 0.206, -0.693, 0.038, -0.193, -0.146, -0.152, -0.208, 0.267, 0.245, 0.256, 0.254, 0.257, 0.258, 0.260, 0.297, 0.259], "spin_multiplicity": 2, "total_charge": 1, "de_lowest_kj_mol": 29.7, "orbital_gap_ev": [9.71, 5.99], "e_tot_ha": -350.9977}



# 2
{"formula": "C9H14", "method": "ωB97M-V/def2-TZVPD", "elements": ["C", "C", "C", "C", "C", "C", "C", "H", "H", "H", "H", "H", "H", "H", "H", "C", "C", "H", "H", "H", "H", "H", "H"], "xyz": [[0.41303, -3.04116, -1.01805], [1.20149, -0.76954, -1.80127], [0.80683, -1.67786, -0.73806], [1.67029, 0.47459, -1.42385], [1.72907, 0.83990, -0.05074], [0.81431, -1.20151, 0.60159], [1.31118, 0.02202, 0.99965], [1.26000, -0.94575, -2.86749], [2.35449, 1.11542, -2.02357], [1.10899, -3.66773, -0.42661], [0.50867, -3.30266, -2.06358], [2.08906, 1.86438, 0.05066], [0.35481, -1.75080, 1.42675], [1.12275, 0.36057, 1.98645], [-0.55839, -3.44614, -0.80960], [-2.49621, 2.42045, 0.77703], [-1.47221, 1.36091, 1.23812], [-3.49334, 2.31573, 1.28876], [-2.45649, 3.36774, 1.30048], [-2.47953, 2.50601, -0.28578], [-1.70377, 0.38822, 0.77874], [-1.52101, 1.01067, 2.25816], [-0.56400, 1.75654, 0.80221]], "nbo_charge": [-0.704, -0.186, 0.233, -0.168, 0.030, -0.144, -0.184, 0.261, 0.258, 0.281, 0.254, 0.240, 0.251, 0.261, 0.298, -0.633, -0.620, 0.227, 0.226, 0.214, 0.192, 0.224, 0.188], "spin_multiplicity": 2, "total_charge": 1, "de_lowest_kj_mol": 143.8, "orbital_gap_ev": [9.53, 5.76], "e_tot_ha": -350.9542}



# 3
{"formula": "C9H14", "method": "ωB97M-V/def2-TZVPD", "elements": ["C", "C", "C", "C", "C", "C", "C", "H", "H", "H", "H", "H", "H", "H", "H", "C", "C", "H", "H", "H", "H", "H", "H"], "xyz": [[-0.98688, -1.56290, -1.05120], [0.37543, 1.86076, -1.69440], [0.09747, 2.47645, -0.48754], [-0.28356, 0.66509, -1.96918], [-0.93330, -0.07187, -0.92497], [-0.62874, 1.81015, 0.54752], [-1.20621, 0.58126, 0.27340], [0.88330, 2.41747, -2.47232], [0.73026, 3.33610, -0.27655], [-0.24272, 0.35638, -3.00334], [-0.87249, 2.24217, 1.51049], [-0.80448, -2.00870, -0.08775], [-0.40282, -1.94263, -1.87795], [-1.74246, 0.02415, 1.03171], [-2.07344, -1.73127, -1.26159], [0.98776, -2.41701, 1.58647], [1.88108, -1.74224, 2.65351], [1.36173, -3.40034, 1.24157], [-0.02613, -2.53843, 1.92666], [1.06283, -1.77352, 0.70764], [1.51122, -0.70420, 2.56398], [2.89909, -1.77114, 2.25751], [1.80563, -2.24998, 3.61098]], "nbo_charge": [-0.673, -0.236, -0.009, -0.076, 0.234, -0.117, -0.226, 0.260, 0.248, 0.251, 0.260, 0.278, 0.259, 0.253, 0.290, -0.606, -0.599, 0.217, 0.195, 0.171, 0.191, 0.213, 0.224], "spin_multiplicity": 2, "total_charge": 1, "de_lowest_kj_mol": 76.2, "orbital_gap_ev": [10.24, 6.62], "e_tot_ha": -350.9800}



# 4
{"formula": "C9H14", "method": "ωB97M-V/def2-TZVPD", "elements": ["C", "C", "C", "C", "C", "C", "C", "H", "H", "H", "H", "H", "H", "H", "H", "C", "C", "H", "H", "H", "H", "H", "H"], "xyz": [[0.28705, 3.01726, 1.38107], [0.15957, 1.71199, -0.77425], [-0.18450, 1.83418, 0.59086], [-0.30587, 0.60009, -1.47574], [-1.08115, 0.93409, 1.24661], [-1.08200, -0.29794, -0.81246], [-1.34879, -0.20495, 0.55888], [0.85239, 2.46050, -1.13966], [-0.15760, 0.69116, -2.55867], [1.30329, 3.35111, 1.18153], [-0.11536, 3.09566, 2.40099], [-1.55877, 1.07952, 2.20086], [-1.45366, -1.13590, -1.41112], [-1.89625, -1.05814, 0.97680], [-0.35255, 3.77670, 0.82759], [1.31228, -3.32537, -1.12842], [1.43966, -3.11624, 0.39187], [1.13393, -4.35130, -1.44405], [0.53479, -2.60177, -1.56033], [2.00750, -2.86010, -1.85293], [2.26962, -2.49323, 0.66988], [1.29948, -4.13158, 0.76491], [0.51976, -2.63057, 0.70831]], "nbo_charge": [-0.668, -0.129, 0.230, -0.200, -0.195, -0.005, -0.156, 0.249, 0.263, 0.275, 0.263, 0.261, 0.255, 0.257, 0.292, -0.619, -0.623, 0.227, 0.167, 0.222, 0.221, 0.234, 0.180], "spin_multiplicity": 2, "total_charge": 1, "de_lowest_kj_mol": 129.6, "orbital_gap_ev": [9.71, 5.63], "e_tot_ha": -350.9596}



# 5
{"formula": "C9H14", "method": "ωB97M-V/def2-TZVPD", "elements": ["C", "C", "C", "C", "C", "C", "C", "H", "H", "H", "H", "H", "H", "H", "H", "C", "C", "H", "H", "H", "H", "H", "H"], "xyz": [[-0.62096, -2.35602, -1.19625], [-0.15602, -0.93539, -0.98938], [1.13354, -0.48248, -0.81758], [-1.22817, 0.01764, -0.94845], [1.51382, 0.91235, -0.76720], [-0.93494, 1.39177, -1.04381], [0.46093, 1.77467, -0.84423], [-1.58209, -2.34251, -1.50712], [-0.48305, -2.97940, -0.24514], [1.90606, -1.21712, -0.83894], [-2.31988, -0.24574, -1.02180], [2.48605, 1.18002, -0.67803], [-1.71404, 2.11638, -1.00941], [0.47287, 2.89269, -0.86562], [-0.04227, -2.90133, -1.96482], [-0.06677, 0.87728, 2.79499], [0.11007, -0.61109, 2.55136], [0.15436, 1.32442, 1.83326], [-1.16362, 0.93208, 2.87621], [0.54072, 1.27062, 3.52020], [1.02141, -1.08942, 2.12918], [-0.54926, -1.14325, 1.83487], [0.00377, -1.32973, 3.50040]], "nbo_charge": [-0.664, 0.208, -0.063, -0.226, -0.211, -0.106, -0.008, 0.238, 0.286, 0.241, 0.258, 0.251, 0.249, 0.250, 0.270, -0.602, -0.632, 0.179, 0.226, 0.231, 0.200, 0.190, 0.235], "spin_multiplicity": 2, "total_charge": 1, "de_lowest_kj_mol": 162.8, "orbital_gap_ev": [10.27, 6.16], "e_tot_ha": -350.9470}



# 6
{"formula": "C9H14AuClF5N2O5PTe", "method": "ωB97M-V/def2-TZVPD", "elements": ["Au", "N", "C", "P", "O", "O", "C", "N", "H", "H", "H", "H", "H", "H", "H", "H", "H", "H", "Cl", "C", "C", "C", "C", "C", "C", "C", "O", "O", "H", "H", "H", "H", "F", "Te", "F", "F", "F", "F", "O"], "xyz": [[0.35223, 0.99453, -0.70805], [-3.17471, -0.91478, -1.47878], [-2.95367, -1.07719, -0.00108], [-1.58157, -2.31433, 0.19757], [-2.14672, -3.65435, 0.43632], [-0.73092, -1.96132, -0.99066], [-0.72378, -1.70117, 1.73105], [0.74474, -1.91510, 1.63386], [-4.15333, -0.76166, -1.70616], [-2.81168, -1.71320, -1.99936], [-2.65341, -0.03733, -1.77663], [-3.85601, -1.43460, 0.48710], [-2.69654, -0.08126, 0.35515], [-1.11118, -2.22883, 2.60033], [-0.88392, -0.63064, 1.85284], [0.97400, -2.88155, 1.39125], [1.22215, -1.67868, 2.50062], [1.16380, -1.33539, 0.82064], [-4.62294, 7.93380, -2.10910], [-3.84478, 6.40191, -1.86266], [-4.49062, 5.24142, -2.26082], [-3.86541, 4.02308, -2.05875], [-2.60849, 3.96306, -1.46737], [-1.97482, 5.13897, -1.08082], [-2.59137, 6.36396, -1.27428], [-1.94443, 2.63618, -1.25736], [-0.75103, 2.70117, -0.80451], [-2.56065, 1.59637, -1.55217], [-5.46634, 5.29870, -2.72227], [-4.34888, 3.10577, -2.36273], [-0.99457, 5.08670, -0.62991], [-2.10755, 7.28354, -0.97665], [3.31054, -2.51941, -1.38886], [1.58542, -1.91632, -1.85593], [1.25523, -3.33344, -0.59949], [2.68055, -0.98006, -3.05492], [1.36885, -3.27424, -3.08797], [0.30805, -1.04579, -2.92960], [1.61576, -0.63239, -0.52591]], "nbo_charge": [0.641, -0.699, -0.613, 2.176, -1.093, -1.200, -0.613, -0.711, 0.420, 0.445, 0.500, 0.235, 0.244, 0.241, 0.233, 0.454, 0.416, 0.486, 0.006, -0.004, -0.265, -0.105, -0.194, -0.152, -0.245, 0.819, -0.740, -0.772, 0.229, 0.222, 0.241, 0.231, -0.627, 3.443, -0.647, -0.621, -0.583, -0.612, -1.189], "spin_multiplicity": 1, "total_charge": 0, "de_lowest_kj_mol": 25.5, "orbital_gap_ev": 8.60, "e_tot_ha": -2541.7486}